Entry 1:
DFT (wB97M-V/def2-TZVPD) results for a single C2H7NO2 molecule in a non-equilibrium geometry.

Output
LUMO energy, eV: 0.8
Calculated total energy, Ha: -285.52052
Strongest force on any atom, eV/Å: 4.62

Element x y z (Å)
1 C 0.68488 -0.79797 1.53810
2 O -0.20111 0.21851 1.11393
3 C 0.02690 0.72775 -0.29188
4 N -0.63509 -0.34265 -0.95015
5 O -0.49380 0.26994 -2.36737
6 H 0.28365 -1.21752 2.46096
7 H 0.78322 -1.59968 0.80008
8 H 1.68014 -0.37752 1.72359
9 H 1.09516 0.73974 -0.52858
10 H -0.47638 1.70411 -0.30076
11 H -1.63185 -0.33563 -0.72636
12 H -1.11572 1.01093 -2.47157

Here is what Mulliken gives for the atomic charges, in e: C -0.632; O -0.407; C -0.213; N -0.264; O -0.485; H 0.240; H 0.327; H 0.251; H 0.275; H 0.350; H 0.236; H 0.322

---

Entry 2:
DFT (wB97M-V/def2-TZVPD) results for a molecular structure, C5H10N2S in a non-equilibrium geometry.

Output
LUMO energy, eV: 0.9
Calculated total energy, Ha: -704.11654
Strongest force on any atom, eV/Å: 3.28

Element x y z (Å)
1 C 2.04789 1.45048 -1.28319
2 C 0.69027 -0.90715 1.06754
3 C 0.31765 1.52400 1.34124
4 C -0.37381 -0.26213 0.14185
5 C -1.81358 -0.73626 0.47560
6 N 2.35800 0.36733 -1.06989
7 N -0.34483 1.12185 0.36725
8 S 1.25265 0.39678 2.20584
9 H 1.81517 2.48752 -1.46903
10 H -0.44918 -0.51628 -3.40394
11 H 0.20626 -1.65041 1.68019
12 H 1.44971 -1.26390 0.44278
13 H 0.18490 2.40484 1.95242
14 H -0.58857 -1.28232 -3.32520
15 H -0.20855 -0.54557 -0.91125
16 H -1.94500 -1.83426 0.52815
17 H -2.48860 -0.26889 -0.16504
18 H -2.11036 -0.48563 1.42469

Here is what Mulliken gives for the atomic charges, in e: C 0.074; C -0.805; C -0.068; C 0.812; C -1.751; N -0.362; N -0.579; S -0.172; H 0.290; H -0.038; H 0.460; H 0.498; H 0.381; H 0.041; H -0.048; H 0.385; H 0.431; H 0.453

---

Entry 3:
DFT (wB97M-V/def2-TZVPD) results for a molecular structure, C3H3F12FeN4O20S8 in a non-equilibrium geometry.

Output
LUMO energy (spin up / spin down), eV: 2.8 / 1.3
Calculated total energy, Ha: -7487.47343
Charge: -2
Spin multiplicity: 6
Expectation value of S²: 8.759
Strongest force on any atom, eV/Å: 8.27

Element x y z (Å)
1 Fe 0.11988 0.48449 0.13023
2 C 2.31744 -0.43568 -3.39113
3 F 3.51992 0.14062 -3.32161
4 F 1.34647 0.44851 -3.52081
5 F 2.37233 -1.20875 -4.49143
6 S 1.98763 -1.54261 -1.91841
7 O 1.51868 -0.66096 -0.86155
8 O 0.98823 -2.45453 -2.43959
9 O 3.27613 -2.18508 -1.66005
10 C 1.06353 -3.17068 2.42147
11 F 1.20592 -2.44619 3.54906
12 F 2.19517 -3.11092 1.72132
13 F 0.91076 -4.43592 2.83692
14 S -0.38821 -2.66618 1.34411
15 O -0.23463 -3.49546 0.17815
16 O -1.57000 -2.98298 2.14549
17 O -0.18439 -1.19804 1.06287
18 N 0.61728 2.01428 -0.89517
19 S -0.03780 3.23703 -1.64632
20 O -0.05251 3.18538 -3.07538
21 O -0.07367 4.50211 -0.96027
22 F -1.49928 2.67730 -1.32988
23 S 2.22078 2.73904 -1.15004
24 O 2.58983 3.81184 -0.29506
25 O 2.73984 2.68567 -2.47837
26 F 3.00633 1.51030 -0.48178
27 N -1.24391 1.27472 1.19271
28 S -2.96588 0.96541 1.47489
29 O -3.88953 1.32311 0.42506
30 O -3.45541 0.96510 2.82043
31 F -2.76684 -0.57271 1.12584
32 S -1.32809 2.64223 2.07046
33 O -1.10498 2.45218 3.46692
34 O -2.16560 3.65830 1.47095
35 F 0.08966 3.19267 1.60510
36 N -2.29022 -2.57494 -2.15466
37 S -2.07338 -0.92458 -2.35295
38 O -1.11624 -0.28809 -1.46078
39 O -3.16606 -0.11649 -2.83245
40 F -1.28549 -1.10400 -3.75501
41 S -3.84485 -2.62686 -2.00321
42 O -4.52565 -2.88319 -3.26102
43 O -4.40968 -1.83897 -0.94494
44 F -3.89238 -4.11044 -1.39456
45 C 2.28746 0.41022 3.88158
46 N 2.14122 1.09230 2.55472
47 O 2.65202 2.17934 2.49657
48 O 1.42973 0.62945 1.67758
49 H 1.66235 0.94885 4.58675
50 H 3.35799 0.48168 4.04296
51 H 1.94813 -0.61789 3.79433

Here is what Mulliken gives for the atomic charges, in e: Fe 2.329; C 0.586; F -0.249; F -0.153; F -0.251; S 1.205; O -0.909; O -0.701; O -0.740; C 0.468; F -0.318; F -0.208; F -0.220; S 1.129; O -0.628; O -0.678; O -0.170; N 0.268; S 0.791; O -0.602; O -0.605; F -0.242; S 0.795; O -0.583; O -0.528; F -0.233; N 0.487; S 0.683; O -0.522; O -0.584; F -0.140; S 0.906; O -0.603; O -0.601; F -0.259; N -0.157; S 0.810; O -0.314; O -0.603; F -0.358; S 1.004; O -0.665; O -0.532; F -0.310; C -0.618; N 0.606; O -0.432; O -0.092; H 0.295; H 0.312; H 0.131

---

Entry 4:
DFT (wB97M-V/def2-TZVPD) results for 2 unconnected molecules or ions with the total composition C7H6N2S in a non-equilibrium geometry.

Output
LUMO energy (spin up / spin down), eV: 0.3 / 0.3
Calculated total energy, Ha: -777.86659
Strongest force on any atom, eV/Å: 5.30

Element x y z (Å)
1 C 2.26863 2.37417 -0.82693
2 C -2.64603 0.69071 -0.43440
3 C -1.31444 0.37614 -0.98566
4 C -2.91021 0.08110 0.75044
5 C -0.63585 -0.57782 -0.15274
6 C 0.53492 -1.20409 -0.39233
7 C 2.51568 -2.01170 0.79602
8 N 1.58212 1.80340 -0.07774
9 N 1.45603 -1.66917 0.25928
10 S -1.68711 -0.96737 1.34257
11 H -3.30210 1.45112 -0.62468
12 H -0.84105 0.88996 -1.81702
13 H -3.90436 0.13383 1.30875
14 H 3.02543 2.91253 -1.34382
15 H 2.69232 -2.95191 1.14820
16 H 3.16601 -1.33089 1.05006

Here is what Mulliken gives for the atomic charges, in e: C 0.046; C -0.519; C -0.335; C -0.212; C 0.229; C -0.162; C -0.483; N -0.343; N -0.072; S -0.147; H 0.403; H 0.388; H 0.328; H 0.304; H 0.271; H 0.305

---

Entry 5:
DFT (wB97M-V/def2-TZVPD) results for 5 unconnected molecules or ions with the total composition C22H46ClNO7P in a non-equilibrium geometry.

Output
LUMO energy, eV: -5.2
Calculated total energy, Ha: -2248.56115
Charge: +1
Strongest force on any atom, eV/Å: 2.02

Element x y z (Å)
1 O 3.16125 3.57911 1.63999
2 C 3.04358 2.48464 2.10829
3 O 4.09683 1.64328 2.31482
4 C 1.67175 1.88438 2.49719
5 C 0.67956 2.61707 3.15474
6 C -0.48071 1.96615 3.47871
7 N -0.69040 0.68860 3.15562
8 C 0.24919 -0.02644 2.52090
9 P 0.02624 -1.83545 2.06429
10 O 1.21778 -2.56462 2.95545
11 Cl -1.83141 -2.38910 2.80736
12 C 1.45886 0.53374 2.17446
13 H 3.82697 1.05491 3.03579
14 H 0.81395 3.66624 3.40406
15 H -1.26968 2.50028 4.00648
16 H -1.54910 0.19227 3.39988
17 H 1.64155 -1.90252 3.52167
18 H 2.23717 -0.04728 1.68026
19 C -1.29924 -0.43371 -3.32696
20 C -0.21118 -0.01480 -2.35447
21 O 0.06786 -0.98847 -1.35915
22 C 0.54169 -2.24378 -1.82685
23 C 1.85615 -2.15770 -2.58073
24 H -2.19640 -0.74547 -2.78921
25 H -1.55414 0.39351 -3.98987
26 H -0.98171 -1.27190 -3.94919
27 H -0.53997 0.87816 -1.81899
28 H 0.70541 0.26036 -2.88655
29 H -0.22411 -2.73851 -2.43211
30 H 0.68249 -2.86236 -0.93853
31 H 1.74221 -1.62131 -3.52443
32 H 2.23002 -3.15682 -2.80913
33 H 2.60546 -1.62540 -1.99091
34 C 1.29154 -4.65864 -7.04336
35 C 2.38464 -4.23977 -6.07492
36 O 2.66358 -5.20773 -5.07916
37 C 3.13208 -6.46329 -5.54310
38 C 4.44510 -6.38204 -6.30224
39 H 0.39578 -4.96686 -6.50150
40 H 1.03631 -3.83251 -7.70825
41 H 1.60452 -5.49949 -7.66423
42 H 2.05974 -3.34451 -5.54149
43 H 3.30026 -3.96799 -6.61126
44 H 2.36306 -6.95909 -6.14484
45 H 3.27384 -7.07798 -4.65337
46 H 4.33102 -5.84938 -7.24805
47 H 4.81592 -7.38247 -6.52702
48 H 5.19569 -5.84994 -5.71550
49 C -5.63590 -1.66756 -0.53150
50 C -4.96501 -1.73773 0.82913
51 O -5.40862 -0.74294 1.73643
52 C -6.78719 -0.77704 2.07465
53 C -7.21598 -2.06370 2.75804
54 H -5.55558 -0.66208 -0.94783
55 H -5.17158 -2.37417 -1.22050
56 H -6.69706 -1.91298 -0.46994
57 H -3.89315 -1.57272 0.70280
58 H -5.07720 -2.73433 1.27100
59 H -7.40160 -0.58087 1.19026
60 H -6.94968 0.05850 2.75654
61 H -7.15476 -2.91839 2.08208
62 H -8.24760 -1.98518 3.10141
63 H -6.57348 -2.27700 3.61425
64 C 0.95970 8.91002 3.93908
65 C 0.99510 7.85376 5.02917
66 O 1.00207 6.52252 4.53185
67 C 2.10743 6.16435 3.72310
68 C 3.44444 6.25180 4.43743
69 H 0.13637 8.72203 3.24814
70 H 0.83486 9.90072 4.37609
71 H 1.88223 8.91872 3.35568
72 H 0.09520 7.94176 5.63836
73 H 1.84343 8.01325 5.70226
74 H 2.11655 6.75680 2.80278
75 H 1.93741 5.13203 3.42273
76 H 3.70299 7.28320 4.67874
77 H 4.23857 5.84818 3.80778
78 H 3.41703 5.69369 5.37540

Here is what Mulliken gives for the atomic charges, in e: O -0.437; C 0.417; O -0.442; C 0.217; C -0.311; C -0.724; N 0.137; C -0.147; P 0.485; O -0.446; Cl -0.262; C 0.038; H 0.377; H 0.347; H 0.456; H 0.239; H 0.358; H 0.613; C -1.046; C -0.359; O -0.217; C -0.304; C -1.071; H 0.250; H 0.408; H 0.231; H 0.333; H 0.347; H 0.266; H 0.302; H 0.233; H 0.435; H 0.253; C -1.156; C -0.057; O -0.370; C -0.325; C -1.044; H 0.311; H 0.396; H 0.293; H 0.109; H 0.284; H 0.299; H 0.309; H 0.271; H 0.390; H 0.287; C -1.251; C 0.080; O -0.410; C -0.306; C -1.030; H 0.309; H 0.388; H 0.343; H 0.019; H 0.313; H 0.309; H 0.322; H 0.265; H 0.398; H 0.266; C -1.014; C -0.324; O -0.409; C 0.836; C -1.275; H 0.284; H 0.396; H 0.264; H 0.314; H 0.292; H 0.249; H -0.686; H 0.336; H 0.405; H 0.342